1.
# C19H37BFNO7

A cluster of 5 separate species, C19H37BFNO7 in total in a non-equilibrium geometry (ωB97M-V with the def2-TZVPD basis set, the Open Molecules 2025 dataset).

The geometry in XYZ format:
```
66
Properties=species:S:1:pos:R:3
C 3.360 -2.315 3.919
C 2.117 -2.498 3.459
C 1.022 -3.137 4.257
C -0.380 -2.794 3.761
C -0.940 -1.532 4.397
C -0.206 -0.267 4.006
F -0.750 0.187 2.808
O -1.230 -3.893 4.158
C -2.319 -4.084 3.346
O -2.191 -4.347 2.170
B -3.813 -3.974 3.959
N -4.173 -3.002 4.960
O -4.748 -4.896 3.527
H 4.126 -1.872 3.304
H 3.657 -2.622 4.909
H 1.918 -2.195 2.439
H 1.087 -2.913 5.318
H 1.113 -4.214 4.135
H -0.354 -2.709 2.677
H -0.890 -1.647 5.476
H -1.966 -1.401 4.075
H -0.397 0.505 4.745
H 0.865 -0.388 3.890
H -5.102 -3.204 5.311
H -4.194 -2.046 4.622
H -5.170 -4.609 2.717
C -1.011 -0.642 -0.042
C -1.328 -0.772 -1.507
O -0.597 -0.324 -2.361
C -2.610 -1.486 -1.858
H -0.068 -0.113 0.083
H -1.803 -0.083 0.457
H -0.927 -1.631 0.412
H -3.458 -0.961 -1.415
H -2.585 -2.507 -1.475
H -2.728 -1.512 -2.940
C -2.927 2.809 1.193
C -4.033 1.834 1.511
O -3.959 0.667 1.200
C -5.238 2.381 2.237
H -2.122 2.294 0.675
H -3.307 3.610 0.557
H -2.535 3.242 2.115
H -5.708 3.164 1.642
H -4.937 2.798 3.199
H -5.956 1.581 2.404
C 2.243 0.296 -3.614
C 3.078 0.293 -4.868
O 4.172 -0.226 -4.908
C 2.486 0.975 -6.075
H 2.780 -0.221 -2.821
H 2.043 1.322 -3.301
H 1.296 -0.210 -3.789
H 2.305 2.026 -5.851
H 1.546 0.496 -6.354
H 3.182 0.906 -6.908
C 5.660 3.793 -5.065
C 4.623 4.424 -5.962
O 3.458 4.107 -5.901
C 5.107 5.466 -6.941
H 5.184 3.062 -4.416
H 6.418 3.290 -5.667
H 6.140 4.558 -4.453
H 5.844 5.029 -7.616
H 5.565 6.298 -6.405
H 4.266 5.836 -7.522
```

Calculated values
* total energy: -1452.34790 a.u.
* charge: 0
* SMILES string: C=CC[C@H](CCF)OC(=O)B(N)O.CC(C)=O.CC(C)=O.CC(C)=O.CC(C)=O

natural (NBO) population analysis, charges in e, atoms 1 to 4:
1 C -0.39
2 C -0.19
3 C -0.48
4 C 0.12

2.
# C6H7N2O3

The ion C6H7N2O3 with charge -1 in a non-equilibrium geometry (ωB97M-V with the def2-TZVPD basis set, the Open Molecules 2025 dataset).

The geometry in XYZ format:
```
18
Properties=species:S:1:pos:R:3
C 1.694 -0.737 1.416
C -0.621 -0.508 1.248
C 1.395 -0.325 -0.907
C 2.159 -0.844 0.081
C 1.123 0.993 -3.098
C -2.829 -0.707 1.662
N 0.504 -0.484 1.929
N 0.991 0.148 -1.925
O -0.932 -0.676 0.078
O 3.385 -1.125 -0.369
O -1.672 -0.171 2.154
H 2.507 -0.558 2.171
H 0.797 0.562 -4.033
H 0.507 1.958 -3.219
H 2.226 1.251 -3.317
H -3.128 -1.365 2.375
H -2.598 -1.129 0.683
H -3.583 0.153 1.373
```

Calculated values
* relative energy (zero: lowest compared OMol25 entry of this formula, charge and spin): 3.946 eV
* total energy: -567.96373 a.u.
* charge: -1
* SMILES string: CN=C=C([O-])/C=N\C(=O)OC

natural (NBO) population analysis, charges in e, atoms 1 to 4:
1 C 0.07
2 C 0.83
3 C 0.60
4 C 0.03

3.
# C3H4NP

An isolated molecule of C3H4NP in a non-equilibrium geometry (ωB97M-V with the def2-TZVPD basis set, the Open Molecules 2025 dataset).

The geometry in XYZ format:
```
9
Properties=species:S:1:pos:R:3
C 0.533 -0.062 -1.046
C -0.683 -0.441 -0.819
C 0.488 0.725 0.973
N 1.197 0.674 -0.059
P -1.279 0.309 0.765
H 1.302 -0.225 -1.752
H -1.346 -1.077 -1.486
H 0.854 1.018 2.015
H -1.066 -0.920 1.409
```

Calculated values
* relative energy (zero: lowest compared OMol25 entry of this formula, charge and spin): 0.747 eV
* total energy: -512.74847 a.u.
* charge: 0
* SMILES string: C1=NC=[PH]=C1

natural (NBO) population analysis, charges in e, atoms 1 to 4:
1 C -0.07
2 C -0.51
3 C -0.15
4 N -0.43

4.
# C4H12N2O2

A cluster of 2 separate species, C4H12N2O2 in total in a non-equilibrium geometry (ωB97M-V with the def2-TZVPD basis set, the Open Molecules 2025 dataset).

The geometry in XYZ format:
```
20
Properties=species:S:1:pos:R:3
N 0.642 0.299 -1.433
C -0.253 0.617 -0.346
C 0.038 1.990 0.265
C -0.194 -0.491 0.719
N -0.999 -1.569 0.582
C -2.084 -1.673 -0.394
O 0.568 -0.389 1.671
H 0.363 0.076 -2.366
H 1.623 0.124 -1.264
H -1.224 0.683 -0.809
H -0.847 2.468 0.655
H 0.577 2.633 -0.426
H 0.693 1.885 1.129
H -1.172 -2.182 1.361
H -1.776 -1.235 -1.344
H -2.253 -2.714 -0.638
H -2.993 -1.196 -0.050
H 3.682 -0.286 0.973
H 2.372 0.456 1.077
O 3.236 0.505 0.640
```

Calculated values
* relative energy (zero: lowest compared OMol25 entry of this formula, charge and spin): 1.243 eV
* total energy: -419.60280 a.u.
* charge: 0
* SMILES string: CNC(=O)[C@@H](C)N.O

natural (NBO) population analysis, charges in e, atoms 1 to 4:
1 N -0.88
2 C -0.14
3 C -0.62
4 C 0.68